This record from the Open Molecules 2025 dataset describes a 2-piece molecular cluster, CH5OS overall at a distorted geometry. The level of theory is ωB97M-V/def2-TZVPD.

```
8
CH5OS (ωB97M-V/def2-TZVPD)
S -2.3521 -1.1263 0.3075
H -1.8187 -2.3104 -0.0022
C 0.7518 0.9002 -0.1308
O 1.0516 -0.3749 0.3317
H 0.5999 1.6028 0.6955
H -0.0729 0.9296 -0.8474
H 1.5895 1.2788 -0.7443
H 0.2509 -0.8998 0.3900
```

Calculated values
relative energy (zero: lowest compared OMol25 entry of this formula, charge and spin) = 23.3 kJ/mol
net charge = -1
molecular weight = 65.12 g/mol
HOMO = -2.8 eV